Computed, not measured: C48H54N6O4P2PdS3 as an isolated structure at a distorted geometry, with wB97M-V/def2-TZVPD.

Summary:
- energy above the lowest of the compared OMol25 structures with the same formula, charge and spin (kJ/mol) = 138.14
- multiplicity = 1
- net charge = +2
- max |F| (eV/A) = 1.11
- HOMO energy (eV) = -12.4
- DFT total energy (eV) = -122333.21575

Each line ends with the Mulliken charge.
Positions of all 118 atoms, in Å:
Pd: -0.337 -0.350 0.375  0.377
C: -4.658 4.168 1.734  -1.254
C: -3.139 4.176 1.814  -0.261
N: -2.519 3.393 0.734  -0.096
C: -2.185 2.106 0.865  0.594
S: -1.712 1.313 -0.680  -0.218
N: -2.316 1.494 1.990  -1.488
N: -1.676 0.294 2.010  2.119
C: -1.823 -0.465 3.026  -0.015
C: -2.769 -0.136 4.131  -1.650
C: -0.876 -1.595 3.053  0.312
C: -0.886 -2.541 4.059  -1.087
C: 0.090 -3.525 4.096  -0.891
C: 1.076 -3.529 3.129  -1.198
C: 1.022 -2.573 2.134  -0.929
N: 0.071 -1.634 2.078  1.850
H: -5.077 4.767 2.542  0.396
H: -5.039 3.150 1.827  0.303
H: -5.005 4.583 0.787  0.330
H: -2.801 3.740 2.750  0.146
H: -2.753 5.191 1.732  0.444
H: -2.535 3.776 -0.198  0.234
H: -3.722 0.182 3.714  0.358
H: -2.354 0.708 4.687  0.230
H: -2.928 -0.964 4.815  0.610
H: -1.651 -2.509 4.819  0.386
H: 0.080 -4.271 4.880  0.486
H: 1.876 -4.257 3.134  0.576
H: 1.769 -2.561 1.358  0.766
C: -1.198 -3.768 -7.229  -0.822
S: -2.322 -3.494 -5.844  0.016
C: -1.460 -2.131 -5.030  0.061
C: -2.370 -1.589 -3.934  -1.141
C: -1.706 -0.571 -2.999  -1.629
N: -0.377 -1.004 -2.457  0.399
P: -0.470 -2.076 -1.129  2.091
C: -2.016 -2.937 -1.047  0.321
C: -2.172 -4.162 -1.704  -0.453
C: -3.391 -4.813 -1.636  -0.690
C: -4.439 -4.262 -0.904  -0.758
C: -4.281 -3.052 -0.238  -1.100
C: -3.068 -2.388 -0.301  -0.197
C: 0.746 -3.344 -1.452  0.549
C: 0.962 -4.316 -0.469  -0.797
C: 1.905 -5.307 -0.671  -1.154
C: 2.616 -5.346 -1.866  -0.769
C: 2.372 -4.405 -2.859  -0.983
C: 1.447 -3.394 -2.654  -0.169
P: 0.735 0.308 -1.766  2.914
C: 2.328 -0.595 -1.821  1.486
C: 2.826 -1.221 -0.683  -0.328
C: 4.078 -1.811 -0.681  -0.490
C: 4.865 -1.761 -1.824  -1.069
C: 4.392 -1.111 -2.953  -0.795
C: 3.132 -0.523 -2.954  -0.759
C: 0.659 1.396 -3.202  1.008
C: 0.544 0.821 -4.475  -0.861
C: 0.506 1.630 -5.595  -1.080
C: 0.569 3.014 -5.460  -0.937
C: 0.686 3.585 -4.203  -0.762
C: 0.723 2.783 -3.072  -1.354
H: -1.607 -4.592 -7.810  0.374
H: -0.204 -4.040 -6.876  0.225
H: -1.144 -2.881 -7.860  0.268
H: -1.224 -1.364 -5.772  0.375
H: -0.531 -2.518 -4.603  -0.385
H: -2.760 -2.425 -3.358  0.287
H: -3.230 -1.091 -4.386  0.623
H: -2.412 -0.354 -2.204  0.223
H: -1.551 0.351 -3.549  1.160
H: -1.362 -4.588 -2.281  0.581
H: -3.527 -5.750 -2.158  0.509
H: -5.386 -4.785 -0.850  0.438
H: -5.103 -2.632 0.327  0.525
H: -2.933 -1.444 0.212  0.266
H: 0.376 -4.309 0.442  0.960
H: 2.086 -6.053 0.092  0.491
H: 3.359 -6.116 -2.026  0.443
H: 2.909 -4.456 -3.797  0.508
H: 1.272 -2.642 -3.409  0.282
H: 2.232 -1.231 0.217  -0.451
H: 4.452 -2.293 0.215  0.530
H: 5.852 -2.205 -1.825  0.485
H: 5.009 -1.044 -3.840  0.483
H: 2.794 -0.005 -3.840  0.419
H: 0.497 -0.254 -4.584  0.545
H: 0.423 1.183 -6.577  0.497
H: 0.521 3.643 -6.339  0.445
H: 0.745 4.661 -4.099  0.487
H: 0.814 3.232 -2.095  0.405
C: 1.064 7.485 5.221  -1.487
C: 1.090 5.984 5.129  0.719
C: 0.304 5.316 4.184  -0.856
C: 0.342 3.940 4.072  0.309
C: 1.188 3.220 4.912  -0.374
C: 1.967 3.853 5.870  -0.646
C: 1.907 5.236 5.971  -0.746
S: 1.255 1.484 4.755  1.319
O: 1.990 0.950 5.859  -0.767
O: -0.071 0.979 4.477  -0.384
N: 2.093 1.169 3.360  -0.188
C: 2.934 2.144 2.638  -0.543
C: 2.971 1.786 1.164  -0.222
C: 1.644 1.680 0.480  0.022
O: 1.698 1.574 -0.834  -0.755
O: 0.568 1.645 1.065  -0.170
H: 0.091 7.884 4.936  0.380
H: 1.809 7.917 4.549  0.299
H: 1.296 7.823 6.229  0.399
H: -0.347 5.892 3.535  0.462
H: -0.277 3.413 3.353  0.252
H: 2.594 3.265 6.527  0.546
H: 2.503 5.742 6.720  0.420
H: 1.393 0.767 2.751  -0.452
H: 3.950 2.082 3.027  0.408
H: 2.603 3.176 2.769  0.256
H: 3.450 0.810 1.025  0.013
H: 3.575 2.504 0.606  0.606